52
Properties=species:S:1:pos:R:3 method="wB97M-V/def2-TZVPD" s_squared=0.76 charge=0 homo_lumo_gap_ev="8.30 / 7.67" total_energy_ha=-1522.9616 multiplicity=2 homo_ha="-0.29154 / -0.28762" lumo_ev="0.4 / -0.2" de_lowest_ev=0.460
Ru 0.49 -0.25 0.25
O 0.84 -2.35 0.70
O -1.40 -0.57 1.06
O 2.26 -3.98 0.20
O 2.29 -0.41 -0.71
O 4.29 0.48 -1.12
O -0.80 -0.96 -1.37
O 3.02 -0.94 1.91
N -2.37 -0.86 0.28
N -2.04 -1.06 -0.93
N 0.28 1.70 -0.56
C 1.01 2.67 0.31
C 3.46 0.01 -0.36
C 0.70 1.20 4.29
C 1.03 3.07 2.82
C -5.00 -1.95 -3.77
C 1.96 -2.82 0.78
C -3.07 -1.36 -1.88
C 0.90 2.21 1.73
C 0.57 0.35 3.20
C 0.69 0.85 1.90
C -4.41 -1.33 -1.52
C 0.93 2.55 4.10
C -5.37 -1.63 -2.47
C 3.10 -2.30 1.63
C -1.15 2.06 -0.59
C -3.66 -1.97 -4.12
C 3.84 -0.10 1.11
C 0.81 1.78 -1.94
C -2.68 -1.67 -3.18
H 1.19 4.13 2.66
H 2.05 2.70 -0.03
H -1.27 3.08 -0.97
H 2.99 -2.83 2.58
H 1.88 1.58 -1.94
H 4.06 -2.61 1.19
H 4.89 -0.42 1.16
H 0.59 3.67 0.16
H -3.36 -2.21 -5.13
H 1.48 -4.28 -0.28
H -1.56 1.99 0.41
H 0.61 0.80 5.30
H 0.32 1.02 -2.54
H -4.69 -1.08 -0.50
H -1.68 1.38 -1.26
H -1.63 -1.68 -3.42
H 0.61 2.77 -2.35
H 1.02 3.21 4.96
H 0.38 -0.71 3.35
H -6.41 -1.61 -2.19
H -5.76 -2.18 -4.51
H 3.77 0.89 1.57

=====

15
Properties=species:S:1:pos:R:3 method="wB97M-V/def2-TZVPD" s_squared=0.75 charge=-1 homo_lumo_gap_ev="2.64 / 8.29" total_energy_ha=-701.9840 multiplicity=2 homo_ha="0.02209 / -0.18703" lumo_ev="3.2 / 3.2" de_lowest_ev=1.160
S 0.85 1.73 -2.54
O -0.85 -0.78 2.80
N 0.48 -1.76 1.21
N -1.19 -0.12 0.68
C 0.58 0.77 -0.92
C -0.69 -1.09 1.64
C -0.81 0.25 -0.65
H 0.49 -1.71 0.19
H 2.08 1.91 -2.19
H 0.69 1.62 -0.18
H -1.83 0.40 1.30
H 1.39 -0.02 -0.87
H -0.88 -0.67 -1.21
H -1.62 0.94 -0.93
H 1.33 -1.49 1.67

=====

17
Properties=species:S:1:pos:R:3 method="wB97M-V/def2-TZVPD" charge=0 homo_lumo_gap_ev=10.39 total_energy_ha=-346.8839 multiplicity=1 homo_ha=-0.34725 lumo_ev=0.9 de_lowest_ev=3.853
O -1.74 -1.93 0.75
O 1.52 1.12 0.82
C 1.98 1.74 -0.36
C -0.33 -1.63 0.94
C -1.72 -1.20 -0.48
C -1.44 0.24 -0.22
C -0.30 -0.76 -0.30
H 0.55 1.15 0.81
H 1.36 1.49 -1.23
H -0.13 -1.16 1.91
H 2.01 2.83 -0.26
H 0.51 -0.69 -1.01
H 0.27 -2.54 0.85
H -2.26 -1.60 -1.33
H -1.53 0.91 -1.08
H 2.99 1.37 -0.54
H -1.74 0.67 0.73

=====

87
Properties=species:S:1:pos:R:3 method="wB97M-V/def2-TZVPD" charge=0 homo_lumo_gap_ev="3.77 / 3.15" total_energy_ha=-3317.6642 multiplicity=1 homo_ha="-0.20941 / -0.20889" lumo_ev="-1.9 / -2.5" de_lowest_ev=8.945
Hg 0.28 0.82 -0.21
S -2.24 0.95 3.26
P 2.66 -0.36 -0.68
P -1.44 -1.00 -1.04
F -0.99 -1.99 7.18
F -1.11 3.04 5.02
F -0.32 2.70 7.62
F -0.24 0.19 8.69
F -1.74 -1.63 4.60
C -4.07 0.25 -0.55
C 0.81 0.43 1.90
C -1.13 -1.22 -4.09
C -1.61 0.74 4.78
C -2.53 -2.18 1.36
C 0.54 1.38 -3.05
C 0.18 -1.91 -1.40
C 4.11 3.32 -2.10
C -1.07 -0.74 6.68
C 3.61 4.19 -1.12
C -1.16 1.82 5.58
C -2.26 1.83 -0.54
C 4.39 -3.22 1.62
C 0.91 0.15 -3.41
C -2.69 0.49 -0.50
C -4.51 2.65 -0.69
C -3.75 -4.28 1.37
C -1.49 -0.55 5.37
C -2.26 -2.32 -0.02
C 1.54 -1.69 -1.24
C 3.82 -1.21 0.36
C 5.74 -2.84 1.60
C -3.15 2.89 -0.49
C 3.05 3.66 0.05
C -4.96 1.32 -0.72
C -0.69 0.36 7.44
C -1.89 -0.40 -3.02
C 0.26 -0.67 -4.47
C 3.97 1.93 -1.95
C -3.37 -4.49 0.03
C 3.29 1.39 -0.83
C 6.12 -1.60 1.06
C 2.97 2.29 0.23
C -2.59 -3.53 -0.64
C -0.14 2.28 -4.03
C -0.73 1.64 6.89
C 5.17 -0.78 0.46
C -1.58 1.78 -4.39
C -2.16 0.94 -3.33
C -3.28 -3.14 2.04
C 3.43 -2.40 1.03
H 0.13 -0.38 2.20
H 2.18 -2.53 -1.56
H 7.17 -1.29 1.09
H -4.47 -0.76 -0.47
H 0.54 1.34 2.46
H 0.16 -0.11 -5.41
H 4.38 1.25 -2.70
H -1.72 -1.26 -5.02
H 5.47 0.18 0.05
H -0.18 3.29 -3.59
H 1.87 0.15 2.08
H -0.06 -2.92 -1.79
H 4.08 -4.16 2.09
H -1.22 2.17 -0.76
H -2.20 2.68 -4.49
H -2.18 -1.30 1.92
H -2.74 3.89 -0.38
H -2.81 -0.97 -2.69
H 2.38 -2.70 1.05
H -3.67 -5.40 -0.49
H 3.66 5.27 -1.26
H -1.52 1.33 -5.39
H -6.02 1.12 -0.85
H 4.60 3.73 -2.98
H 0.86 1.92 -2.14
H 0.46 2.34 -4.95
H -5.19 3.49 -0.83
H -3.49 -3.02 3.11
H -4.38 -5.02 1.89
H -2.25 -3.74 -1.66
H 2.66 4.32 0.83
H -1.05 -2.25 -3.73
H -2.97 1.43 -2.80
H 0.91 -1.53 -4.68
H 1.87 -0.24 -3.06
H 6.50 -3.51 2.02
H 2.60 1.89 1.17

=====

14
Properties=species:S:1:pos:R:3 method="wB97M-V/def2-TZVPD" charge=+1 homo_lumo_gap_ev=10.50 total_energy_ha=-609.8669 multiplicity=1 homo_ha=-0.55206 lumo_ev=-4.5 de_lowest_ev=0.084
S -1.85 0.23 0.17
N 0.59 -0.39 0.07
C -1.42 -1.41 -0.06
C -0.07 -1.56 -0.09
C -0.21 0.65 0.21
C 2.03 -0.28 0.05
H 2.48 -1.26 0.18
H 2.36 0.14 -0.91
H -2.27 2.89 -0.19
H -2.16 -2.18 -0.15
H 0.46 -2.49 -0.21
H -2.47 3.64 -0.26
H 0.14 1.65 0.35
H 2.38 0.38 0.84

=====

89
Properties=species:S:1:pos:R:3 method="wB97M-V/def2-TZVPD" charge=-2 homo_lumo_gap_ev=6.18 total_energy_ha=-6821.3410 multiplicity=1 homo_ha=-0.09104 lumo_ev=3.7 de_lowest_ev=1.102
Se 0.27 -3.73 -0.66
Ca 0.72 0.99 0.55
Cl 0.84 4.57 0.91
Cl 0.66 4.17 -1.98
O 2.03 -0.97 0.33
O 8.08 -1.06 -0.23
O 5.78 0.84 5.09
O 2.56 2.27 0.12
O 3.73 0.18 5.01
O -0.25 1.73 2.43
O 8.77 -0.56 1.74
O -0.56 2.31 5.20
O 3.43 -0.81 -1.30
O 3.84 3.53 -1.24
O 0.32 0.77 -1.72
O 2.66 0.33 2.53
N 7.87 -0.74 0.93
N -0.75 -1.32 1.96
N -0.11 -2.66 -3.25
N -1.65 1.12 -0.03
N -1.98 -3.45 -2.43
N -1.98 0.90 -1.37
N -3.50 -1.47 6.55
N 3.15 -0.76 -0.12
N 4.80 0.42 4.48
C 1.77 4.42 -0.60
C -2.16 -2.11 -6.30
C -2.62 1.64 2.17
C -3.88 1.70 2.79
C -2.90 -1.40 5.57
C -2.85 2.16 4.89
C -0.99 -2.06 -5.55
C -0.19 1.23 -5.78
C -0.89 0.80 -2.09
C 4.97 0.09 3.06
C 0.76 2.65 4.75
C 6.52 -0.49 1.34
C 2.84 3.29 -0.57
C -2.25 -3.03 -3.72
C -3.42 -3.08 -4.47
C -0.02 1.02 -4.42
C 6.26 -0.11 2.65
C -0.65 -3.26 -2.15
C 4.19 -0.47 0.86
C -2.40 0.83 -4.14
C -0.14 -1.07 3.12
C -2.93 -4.06 -1.54
C -4.01 1.94 4.14
C -1.06 -2.52 -4.25
C -2.65 1.35 0.74
C -2.80 -1.63 3.14
C -2.16 -1.36 4.34
C -1.12 0.84 -3.59
C -3.34 -2.61 -5.77
C -2.05 -1.59 1.98
C 3.80 0.00 2.20
C -1.42 1.83 2.93
C -1.60 2.13 4.32
C 5.47 -0.68 0.44
C -1.47 1.24 -6.33
C -0.80 -1.07 4.34
C -2.57 1.03 -5.50
H -2.51 -1.77 1.02
H -2.90 2.35 5.96
H -3.57 1.02 -5.92
H -2.14 -1.73 -7.31
H -3.36 -4.95 -2.00
H 0.81 -2.26 -3.21
H -1.61 1.41 -7.39
H 1.30 2.90 5.67
H 0.96 1.05 -3.96
H 2.27 5.37 -0.78
H -3.72 -3.34 -1.29
H -0.07 -1.65 -5.95
H 1.25 1.83 4.24
H 7.07 0.01 3.36
H -3.24 0.71 -3.48
H 0.74 3.51 4.08
H -3.86 -1.84 3.11
H -4.24 -2.62 -6.39
H 0.67 1.40 -6.41
H -4.98 1.97 4.61
H 0.92 -0.83 3.08
H 5.66 -0.98 -0.58
H -2.40 -4.34 -0.63
H -4.76 1.55 2.18
H -4.34 -3.46 -4.05
H -0.27 -0.82 5.25
H -3.65 1.32 0.29

=====

69
Properties=species:S:1:pos:R:3 method="wB97M-V/def2-TZVPD" s_squared=3.76 charge=0 homo_lumo_gap_ev="5.21 / 5.19" total_energy_ha=-5832.6255 multiplicity=4 homo_ha="-0.26665 / -0.26667" lumo_ev="-2.0 / -2.1"
As -0.36 -5.78 1.93
Co -0.33 0.54 0.02
O -2.14 1.53 -3.65
O -0.90 2.01 -1.28
O -2.91 7.49 -2.71
O -0.44 -0.26 1.85
O -0.64 -2.06 3.16
O 3.10 2.70 1.52
O 2.28 -1.91 3.13
O 1.48 -1.98 0.37
O -1.72 2.01 1.24
O 1.23 1.91 0.39
O 2.09 0.27 2.75
O -2.01 7.73 -0.68
O -3.27 3.18 -4.57
O -1.39 4.07 2.08
N 3.16 -1.59 -1.10
N 0.51 0.62 -3.26
N -2.46 7.05 -1.63
N -1.99 -0.76 -0.62
N 0.98 -0.53 -1.34
N -1.68 3.28 1.15
N -2.68 2.71 -3.59
C 1.84 -1.42 -0.67
C -1.89 5.24 -0.22
C 1.87 2.07 1.43
C -2.84 -0.96 -1.39
C 1.44 -0.85 3.30
C -2.32 5.68 -1.47
C -0.88 -4.40 0.62
C 4.09 -2.45 -0.26
C -2.63 4.89 -2.60
C 1.43 0.03 -2.51
C -1.84 3.86 -0.14
C 1.44 1.52 2.78
C -3.91 -1.22 -2.36
C 3.63 -0.91 -2.18
C -1.18 -5.03 3.53
C -1.74 2.98 -1.32
C 2.77 -0.15 -2.98
C -2.41 3.54 -2.48
C 1.49 -5.28 2.27
C 0.01 -1.07 2.73
H -4.69 -1.83 -1.92
H 3.63 -3.40 -0.03
H 4.41 -1.91 0.64
H 3.42 3.19 0.72
H -0.55 -5.29 4.36
H 4.93 -2.69 -0.97
H -4.33 -0.27 -2.87
H 1.23 -0.66 4.35
H -3.01 5.35 -3.58
H 1.91 2.19 3.54
H 2.37 -2.19 2.18
H -0.33 1.04 -2.81
H -2.20 -5.57 3.70
H -3.55 -1.80 -3.20
H -1.79 -4.74 0.12
H 0.33 1.48 2.87
H 1.35 -4.36 2.81
H 1.90 -5.22 1.23
H 1.95 -6.08 2.89
H 4.72 -0.90 -2.38
H 0.67 0.73 -4.21
H -0.07 -4.19 -0.04
H -1.02 -3.47 1.14
H -1.58 5.92 0.56
H -1.21 -3.91 3.54
H 3.24 0.27 -3.87

=====

75
Properties=species:S:1:pos:R:3 method="wB97M-V/def2-TZVPD" charge=0 homo_lumo_gap_ev=7.73 total_energy_ha=-3443.6487 multiplicity=1 homo_ha=-0.31939 lumo_ev=-1.0
Ga 0.00 0.00 0.00
O 0.48 -2.97 2.61
O 2.06 0.07 -3.38
N 1.03 -1.44 -0.45
N 0.86 0.87 -1.51
N -0.21 -0.90 1.70
C -1.64 1.99 -2.41
C 0.89 2.16 -1.96
C 3.36 2.45 -1.25
C 1.22 0.35 3.93
C -1.04 0.36 5.08
C -2.32 -0.82 2.89
C 2.21 -3.32 0.32
C 1.57 -0.03 -2.25
C 1.81 -1.31 -1.51
C 2.79 -2.24 -1.79
C 1.26 -2.34 0.49
C -2.27 1.90 -3.81
C -4.01 -0.40 1.06
C 1.96 -0.37 5.06
C 2.06 2.97 -1.88
C 2.98 -3.28 -0.86
C -2.41 0.12 5.13
C 1.46 1.87 4.00
C 0.44 -2.10 1.73
C -3.07 -1.43 1.69
C 2.01 4.32 -2.32
C -0.32 4.10 -2.85
C -0.28 0.02 3.95
C -0.32 2.76 -2.42
C 4.65 3.02 -1.87
C -3.04 -0.46 4.04
C 3.34 2.68 0.26
C -2.63 2.60 -1.41
C -3.83 -2.70 2.08
C 0.83 4.87 -2.81
C -0.91 -0.60 2.83
H -2.92 3.62 -1.69
H -2.98 0.40 6.01
H -2.36 -1.73 0.91
H -3.55 2.00 -1.36
H 5.52 2.47 -1.49
H -3.16 1.27 -3.79
H 0.81 5.90 -3.13
H 1.68 0.02 3.00
H -1.25 -0.65 -0.78
H 1.11 2.30 4.95
H 2.37 -4.06 1.09
H 3.44 1.37 -1.42
H 3.75 -4.02 -1.03
H -4.64 -2.50 2.79
H 2.52 2.09 3.91
H 4.64 2.92 -2.96
H -1.48 0.95 -2.09
H 3.04 -0.20 4.97
H -4.81 -0.10 1.75
H 0.93 2.38 3.19
H -4.27 -3.16 1.19
H -3.15 -3.43 2.54
H -2.56 2.89 -4.19
H -1.56 1.47 -4.52
H 1.65 -0.03 6.05
H -3.46 0.51 0.78
H -4.48 -0.81 0.16
H 4.80 4.07 -1.61
H -1.24 4.56 -3.20
H 1.79 -1.45 5.01
H 3.30 3.75 0.50
H 4.25 2.27 0.72
H -2.19 2.64 -0.40
H 2.88 4.95 -2.25
H 2.48 2.20 0.73
H 3.41 -2.13 -2.67
H -0.57 0.84 5.93
H -4.11 -0.62 4.08